[1]
Computed, not measured: a 23-piece molecular cluster, C35H116N12O23 overall in a non-equilibrium geometry, with ωB97M-V with the def2-TZVPD basis set.

Last column: Mulliken charge in e.
Element x y z (Å)
C 2.04815 2.81668 -2.07723  -0.333
O 3.04472 2.87733 -1.06702  -0.227
H 1.09892 2.64626 -1.56929  0.371
H 2.06245 3.71742 -2.69088  -0.151
H 2.18173 1.99586 -2.78185  0.203
H 3.85631 2.63516 -1.51898  -0.133
C 2.31564 5.69132 0.52424  -0.731
O 2.11386 4.43441 1.11203  -0.142
H 2.20805 6.41816 1.32938  0.288
H 3.31602 5.75794 0.09658  0.205
H 1.56352 5.87609 -0.24276  0.237
H 2.30664 3.81433 0.40497  0.070
C 3.97001 -2.24181 -1.54147  -0.064
O 5.04093 -3.15916 -1.81613  -0.587
H 3.97019 -2.07165 -0.46484  0.570
H 3.98913 -1.26794 -2.03068  -0.100
H 2.98845 -2.66140 -1.76190  -0.069
H 5.84367 -2.82452 -1.40967  0.280
C -1.93612 3.30627 0.16965  -0.079
O -3.21134 3.92645 0.40868  -0.329
H -1.45310 3.42763 1.13921  -0.225
H -1.99726 2.27591 -0.18064  0.244
H -1.33523 3.84703 -0.56153  0.183
H -3.80420 3.77376 -0.33079  0.194
C -2.10174 -2.74239 -2.69095  0.958
O -3.00057 -2.30870 -3.70739  -0.564
H -1.40985 -3.52532 -3.00147  -0.031
H -1.49368 -1.89008 -2.38777  -0.651
H -2.58676 -3.14538 -1.80188  -0.157
H -2.94242 -2.82824 -4.51255  0.336
C -0.29025 -2.55231 6.19278  0.086
O -0.94231 -1.80160 7.21669  -0.585
H -0.11425 -3.57294 6.53251  0.183
H -0.90595 -2.42836 5.30190  -0.124
H 0.63581 -2.02378 5.96658  0.366
H -0.29466 -1.35112 7.76370  0.328
C 4.98539 1.52605 -3.93554  -0.495
O 4.99530 2.66822 -3.10353  -0.502
H 4.11468 0.88820 -3.78351  0.001
H 5.03755 1.94835 -4.93905  0.313
H 5.89057 0.95951 -3.71694  0.384
H 5.89005 2.99761 -3.21549  0.265
C 5.81864 0.88146 -0.23049  0.217
O 6.60387 0.18148 0.70322  -0.545
H 5.34925 1.60432 0.43677  -0.062
H 6.40972 1.28705 -1.05160  0.231
H 5.03527 0.27141 -0.68026  -0.127
H 6.88839 -0.58290 0.19689  0.293
C 4.64596 4.07173 3.18444  -0.147
O 5.10124 3.43576 4.36005  -0.541
H 3.55883 3.99267 3.18387  0.010
H 4.82646 5.14337 3.10018  0.338
H 4.96714 3.61609 2.24778  0.084
H 4.88144 2.50532 4.27300  0.300
C -1.34591 -6.57465 4.67517  -0.321
O -2.43821 -7.22379 4.20142  -0.543
H -1.33764 -5.55114 4.30038  -0.065
H -1.25765 -6.58925 5.76149  0.378
H -0.39729 -7.01386 4.36642  0.241
H -3.20065 -6.72445 4.50300  0.336
C 3.76993 5.58088 -3.69574  -0.280
O 2.76014 6.53752 -3.84477  -0.556
H 4.75954 6.02802 -3.60167  0.364
H 3.47591 5.13743 -2.74442  -0.019
H 3.92343 4.79064 -4.43062  0.174
H 1.94339 6.03361 -3.82075  0.468
C -1.09068 -4.33905 0.98808  -0.009
O -1.35263 -3.32689 1.69009  -0.962
N -1.35086 -5.57806 1.33288  -0.036
N -0.57462 -4.25227 -0.18631  0.937
H -1.96515 -5.83802 2.09128  0.214
H -0.93040 -6.26024 0.71811  0.074
H -0.10934 -3.39279 -0.44105  -0.486
H -0.31982 -5.11572 -0.64416  0.085
C -1.42322 1.34317 -3.86784  1.093
O -0.89983 2.37565 -4.25266  -0.865
N -2.70084 1.05786 -3.87126  -0.318
N -0.73680 0.28707 -3.62648  0.567
H -3.32648 1.71263 -4.31840  0.239
H -3.05012 0.12828 -3.68691  0.063
H -1.27377 -0.55551 -3.47876  -0.182
H 0.26952 0.35854 -3.67457  -0.474
C 0.08964 2.36521 3.56409  0.495
O 0.20607 1.43407 2.80104  -0.646
N -0.56491 2.31320 4.69675  -0.359
N 0.66877 3.50716 3.40191  -0.062
H -0.62955 3.10535 5.31999  0.217
H -1.09024 1.46272 4.84092  0.030
H 0.36946 4.20592 4.06692  0.123
H 1.21978 3.72974 2.58524  -0.006
C 0.50387 -0.52197 -0.02468  0.059
O 0.55730 -1.19063 -1.00319  -0.394
N -0.13153 -0.85784 1.06254  0.973
N 1.11821 0.58969 0.08407  1.118
H -0.55626 -1.75904 1.22851  -0.519
H -0.34334 -0.18325 1.78377  0.089
H 1.00949 1.06906 0.96637  -0.064
H 1.62870 1.11526 -0.61113  -0.675
C -6.64639 1.41736 1.51860  0.512
O -7.41088 1.70347 0.61144  -0.762
N -7.00626 0.70990 2.58971  -0.287
N -5.33082 1.59316 1.52111  0.225
H -7.99851 0.59847 2.74169  0.195
H -6.30601 0.38139 3.23921  0.193
H -5.00668 2.17859 0.76460  -0.105
H -4.74870 1.34062 2.30689  0.103
C -3.53158 -0.33445 4.84846  0.526
O -4.26657 0.37539 4.17080  -0.659
N -3.01124 -0.04200 6.03187  -0.324
N -2.93906 -1.39959 4.37112  0.091
H -2.37195 -0.69047 6.46879  0.128
H -3.34603 0.76141 6.54428  0.223
H -2.16365 -1.83972 4.84558  -0.188
H -3.28491 -1.55699 3.43532  0.174
C -3.34607 3.82373 3.92077  -0.298
C -3.44797 5.28772 3.61830  0.122
C -2.04721 5.97030 3.41859  -0.953
O -4.21099 5.55761 2.47654  -0.632
H -4.29749 3.30968 4.05735  0.327
H -2.70351 3.66084 4.78603  0.262
H -3.05116 3.30907 3.00630  -0.342
H -3.96085 5.83320 4.41046  0.362
H -1.40225 5.47857 2.69035  -0.005
H -1.42671 5.93196 4.31391  0.398
H -2.17455 6.99507 3.06967  0.347
H -3.84816 5.06035 1.73988  0.436
C -3.53370 -1.28873 -0.21665  0.101
C -4.51640 -2.09425 0.69540  0.608
C -4.98443 -3.40837 -0.01362  -1.581
O -3.79453 -2.40166 1.84436  -0.594
H -4.05027 -1.15161 -1.16663  0.546
H -2.56194 -1.75659 -0.37437  -0.648
H -3.34014 -0.29545 0.18838  -0.209
H -5.31409 -1.40586 0.97455  0.377
H -5.55509 -3.14655 -0.90464  0.430
H -5.73327 -3.90180 0.60596  0.424
H -4.27357 -4.19713 -0.25985  0.226
H -2.92953 -2.73160 1.59035  0.201
C -1.97213 6.24276 -3.73946  -1.266
C -0.91679 5.73858 -4.76277  0.866
C -0.42298 6.81754 -5.70933  -1.566
O 0.16670 5.25417 -4.00997  -0.331
H -2.91383 6.49167 -4.22870  0.405
H -1.67076 7.02679 -3.04478  0.286
H -2.21522 5.38514 -3.11217  0.261
H -1.36193 4.94256 -5.35967  0.187
H -1.28634 7.22628 -6.23435  0.405
H 0.25660 6.36008 -6.42834  0.379
H 0.14504 7.63101 -5.25795  0.338
H -0.18781 4.43395 -3.65904  -0.070
C 0.33049 -6.85017 -3.40903  -1.295
C 0.97074 -6.95893 -2.03614  0.292
C 1.93229 -5.83719 -1.87164  -0.675
O 0.02490 -6.87570 -1.01717  -0.611
H 1.01726 -6.94162 -4.25050  0.381
H -0.26752 -5.93979 -3.45029  0.171
H -0.37978 -7.66676 -3.53866  0.452
H 1.55908 -7.87635 -2.05330  0.348
H 2.76263 -5.79379 -2.57646  0.585
H 2.41003 -5.90647 -0.89437  0.112
H 1.34097 -4.92424 -1.94204  -0.339
H -0.62681 -7.56352 -1.17140  0.294
C 1.95125 -5.21388 2.69732  -1.003
C 2.25904 -3.72774 2.29559  1.590
C 1.77967 -2.67912 3.32865  -1.465
O 3.66398 -3.66898 2.31777  -0.696
H 2.28609 -5.42702 3.71248  0.352
H 2.42561 -5.85807 1.95697  0.425
H 0.87521 -5.34424 2.81237  -0.042
H 1.81864 -3.48713 1.32798  -0.438
H 2.16140 -3.01500 4.29280  0.612
H 0.69036 -2.69511 3.36406  0.043
H 2.23801 -1.69668 3.21539  0.331
H 4.02481 -4.26495 1.65729  0.409
C 2.18636 -1.58507 -4.72138  -0.354
C 1.94667 -2.44202 -5.90645  0.402
C 2.09072 -3.93998 -5.67452  -1.247
O 0.66362 -2.11165 -6.33302  -0.573
H 1.39307 -1.60274 -3.97407  -0.193
H 2.35059 -0.56096 -5.05653  0.432
H 3.05247 -1.95897 -4.17535  0.148
H 2.66838 -2.19905 -6.68633  0.182
H 3.08147 -4.20345 -5.30424  0.381
H 1.92692 -4.52769 -6.57778  0.428
H 1.40079 -4.30058 -4.91159  0.026
H 0.63349 -1.19822 -6.62684  0.356

For the HOMO energy, the calculation gives -8.929 eV. As for the energy: -3790.683979 a.u.



[2]
Computed, not measured: C22H26N5PSY as an isolated structure in a non-equilibrium geometry, with ωB97M-V with the def2-TZVPD basis set.

Last column: Mulliken charge in e.
Element x y z (Å)
Y -1.36802 -0.33617 -0.85590  0.717
C -1.46832 0.80846 3.70175  -1.788
C -1.68934 0.71600 2.22263  1.040
N -1.78033 -0.38485 1.58626  -0.298
N -1.72649 -1.57051 2.26081  -0.207
C -1.91693 -2.74736 1.58628  0.552
N -1.95505 -3.81817 2.37173  -0.325
S -2.10125 -2.91449 -0.08430  -0.446
C -1.86842 1.96788 1.38801  0.538
C -2.08350 3.18789 1.97940  -0.740
C -2.30132 4.30001 1.15771  -0.435
C -2.29512 4.14565 -0.20759  -0.899
C -2.07624 2.87248 -0.73284  -0.066
N -1.86883 1.81863 0.05086  0.043
H -0.75190 0.05485 4.03267  0.381
H -2.40565 0.67051 4.24731  0.380
H -1.05555 1.77174 3.98668  0.442
H -1.59342 -1.57543 3.26120  0.325
H -1.91596 -3.77143 3.37647  0.207
H -2.10103 -4.71624 1.94067  0.234
H -2.09931 3.29663 3.05374  0.325
H -2.47298 5.27200 1.60128  0.442
H -2.45443 4.97953 -0.87640  0.433
H -2.04712 2.68616 -1.80110  0.561
N -1.19030 0.00985 -2.77358  -0.795
C -0.39996 0.78611 -3.62235  -0.189
C 0.47657 1.76317 -3.11049  0.422
C 1.31621 2.52737 -3.91760  -0.816
C 1.31340 2.36040 -5.29306  -0.508
C 0.44506 1.41485 -5.83191  -0.411
C -0.38599 0.65777 -5.02237  -0.527
H 0.50542 1.92691 -2.03255  0.489
H 1.97384 3.26042 -3.46306  0.378
H 1.96014 2.94944 -5.92890  0.388
H 0.41601 1.26754 -6.90521  0.373
H -1.05376 -0.07596 -5.45982  0.408
C 2.95145 0.22325 -0.66493  -1.413
P 1.44842 -0.79266 -0.60999  0.901
C 1.70034 -1.98418 -1.95693  -1.354
C 1.64324 -1.74248 0.94296  0.577
C 1.74940 -1.02691 2.13949  -0.573
C 1.81292 -1.68166 3.36112  -0.825
C 1.76296 -3.07205 3.40591  -0.543
C 1.65563 -3.79228 2.22458  -0.687
C 1.59153 -3.13242 1.00148  -0.278
H 2.97580 0.94050 0.15321  0.396
H 2.95833 0.77522 -1.60570  0.422
H 3.82500 -0.42564 -0.60753  0.447
H 2.61539 -2.56127 -1.81412  0.463
H 1.76043 -1.40291 -2.87906  0.407
H 0.84778 -2.65385 -2.06579  0.343
H 1.80178 0.05768 2.11916  0.317
H 1.93046 -1.11285 4.27573  0.492
H 1.83892 -3.58945 4.35403  0.447
H 1.63859 -4.87469 2.24970  0.458
H 1.51153 -3.71294 0.09027  0.374

Its net charge is +1. For the HOMO energy, the calculation gives -8.534 eV. As for the energy: -1905.421423 a.u.



[3]
Computed, not measured: C2H4BeLiO2 as an isolated structure in a non-equilibrium geometry, with ωB97M-V with the def2-TZVPD basis set.

Last column: Mulliken charge in e.
Element x y z (Å)
O 2.01275 0.02542 1.58447  -1.029
H 2.75611 -0.44697 1.95543  0.139
C 0.15678 -0.26689 -1.33066  -0.699
C -0.91143 0.37785 -0.79854  0.321
O -1.23216 0.41410 0.49369  -0.315
H 0.67658 -1.04366 -0.75833  0.130
H 0.38356 -0.14576 -2.39073  0.240
H -1.73338 0.64977 -1.48164  0.234
Be -2.35760 0.43877 1.12483  -0.429
Li 0.24879 -0.00263 1.60149  0.408

Its net charge is -1. For the HOMO energy, the calculation gives -1.844 eV. As for the energy: -251.373135 a.u.



[4]
Computed, not measured: C19H25CsN2O5S3 as an isolated structure in a non-equilibrium geometry, with ωB97M-V with the def2-TZVPD basis set.

Last column: Mulliken charge in e.
Element x y z (Å)
Cs 1.29470 -0.07662 -0.38506  1.133
O 2.34626 2.37222 -4.54902  -0.485
C 2.25412 1.80526 -3.33380  0.479
O 1.20110 1.63621 -2.77447  -0.546
C 3.62328 1.43385 -2.81454  -0.521
O 3.50408 0.85744 -1.55448  -0.125
C 4.77554 0.42503 -1.02461  -0.467
C 4.62661 -0.35474 0.30305  0.293
O 5.69687 -0.67433 0.81309  -0.731
O 3.44632 -0.59098 0.68798  -0.753
H 1.44275 2.59230 -4.82491  0.372
H 4.23683 2.34515 -2.80781  0.343
H 4.08213 0.74947 -3.54137  0.346
H 5.41024 1.30103 -0.86793  0.308
H 5.25245 -0.23188 -1.75886  0.294
C -1.69784 -2.50822 -3.05155  -0.747
C -0.64951 -3.59476 -2.80017  -0.826
S 0.85192 -2.99171 -2.00341  -0.098
C 1.08364 -4.12810 -0.61830  -0.686
C -0.07553 -4.31109 0.36075  -0.763
S -0.64186 -2.80606 1.18819  -0.043
C -2.41611 -2.84945 0.88890  -0.573
C -2.91520 -2.88164 -0.55699  -0.943
S -2.28694 -1.57076 -1.62773  -0.064
H -2.53754 -2.96397 -3.58177  0.402
H -1.28943 -1.74970 -3.72272  0.398
H -0.40474 -4.04556 -3.76380  0.490
H -1.07348 -4.39652 -2.19591  0.326
H 1.96005 -3.73054 -0.10019  0.381
H 1.37043 -5.11459 -0.98920  0.429
H 0.24976 -5.03150 1.11350  0.474
H -0.92514 -4.77106 -0.14517  0.330
H -2.79691 -1.96439 1.40288  0.276
H -2.86198 -3.70467 1.40444  0.438
H -4.00621 -2.84038 -0.52313  0.486
H -2.67560 -3.84574 -1.00638  0.405
N 0.82443 3.28200 1.29161  -0.268
C -0.13085 3.60200 2.21836  0.184
C 0.00942 4.59226 3.16153  -0.805
C -1.01126 4.83788 4.10181  -0.548
C -2.16814 4.11338 4.11253  -1.008
C -2.34484 3.08513 3.15473  1.210
C -3.51226 2.28811 3.08477  -0.676
C -3.61109 1.32124 2.12841  -0.644
C -2.53370 1.13937 1.23510  -0.138
N -1.43550 1.84666 1.26808  -0.298
C -1.33345 2.82119 2.21237  0.431
H 1.56999 3.92574 1.10169  0.211
H 0.51523 2.68827 0.54221  0.059
H 0.91424 5.18673 3.18810  0.341
H -0.86035 5.62672 4.82792  0.374
H -2.94757 4.31020 4.83692  0.368
H -4.31236 2.46517 3.79348  0.399
H -4.49223 0.70003 2.03892  0.399
H -2.59476 0.37889 0.46198  0.377

For the HOMO energy, the calculation gives -7.775 eV. As for the energy: -2439.468923 a.u.



no.,gap between HOMO and LUMO (eV)
1,8.910
2,4.624
3,4.946
4,7.702